P) {
  "formula": "C3H4N2O",
  "method": "ωB97M-V/def2-TZVPD",
  "species": ["N", "C", "N", "O", "H", "H", "C", "C", "H", "H"],
  "xyz": [[-2.02101, -0.55002, -0.06066], [-0.78104, -1.09185, -0.04888], [0.22258, -1.65426, 0.07049], [1.34080, -2.15114, 0.16519], [-2.18514, 0.08450, 0.71262], [-2.26203, -0.12276, -0.94716], [1.73891, 0.88190, 0.05093], [1.16313, 1.93832, 0.00261], [2.19233, -0.09235, 0.09621], [0.67848, 2.88808, -0.04082]],
  "nbo_charge": [-0.8227, 0.3716, 0.1467, -0.4863, 0.4032, 0.4027, -0.2244, -0.2831, 0.2595, 0.2329],
  "multiplicity": 1,
  "smiles": "NC#[N+][O-].C#C",
  "lumo_ha": 0.0155,
  "homo_lumo_gap_ev": 9.4
}

Q) {
  "formula": "C3H4N2O",
  "method": "ωB97M-V/def2-TZVPD",
  "species": ["N", "C", "N", "H", "H", "C", "C", "O", "H", "H"],
  "xyz": [[2.11646, 0.05448, 0.26787], [1.28220, -0.76812, -0.05705], [0.45323, -1.66919, -0.22693], [1.97509, 1.02273, 0.00484], [0.55316, -2.22956, -1.06613], [-1.02637, 1.77508, 0.00936], [-1.47245, 0.69128, 0.29113], [-1.95475, -0.48111, 0.59941], [-0.67651, 2.75030, -0.24000], [-1.25005, -1.14588, 0.41751]],
  "nbo_charge": [-0.6810, 0.6868, -0.8014, 0.4141, 0.4095, -0.4504, 0.3316, -0.6727, 0.2392, 0.5245],
  "multiplicity": 1,
  "smiles": "N=C=N.C#CO",
  "lumo_ha": 0.0245,
  "homo_lumo_gap_ev": 10.1
}

Verdict on stability: Q) comes out on top.

P) {
  "formula": "C3H4N2O",
  "method": "ωB97M-V/def2-TZVPD",
  "species": ["O", "C", "C", "C", "N", "N", "H", "H", "H", "H"],
  "xyz": [[-2.32733, -0.12600, -0.22388], [-1.20555, -0.14934, -0.18944], [0.00863, 0.95651, 0.09746], [1.39156, 0.10311, -0.18030], [1.01136, -1.09059, -0.13177], [-0.35163, -1.25112, 0.07088], [-0.13626, 1.19642, 1.33657], [0.13559, 1.97557, -0.53447], [2.41253, 0.40702, -0.61344], [-0.93890, -2.02158, 0.36840]],
  "nbo_charge": [-0.5280, 0.7116, -0.6165, 0.0377, -0.2250, -0.5209, 0.2606, 0.2390, 0.2286, 0.4129],
  "multiplicity": 1,
  "smiles": "O=C1CC=NN1",
  "lumo_ha": 0.0284,
  "homo_lumo_gap_ev": 10.0
}

Q) {
  "formula": "C3H4N2O",
  "method": "ωB97M-V/def2-TZVPD",
  "species": ["N", "C", "C", "N", "C", "O", "H", "H", "H", "H"],
  "xyz": [[-1.11974, 0.57492, -1.13977], [-0.10815, 0.15619, -0.28370], [-0.52290, -0.43773, 0.82270], [0.62252, -0.80373, 1.57934], [1.60152, -0.37906, 0.83379], [1.25413, 0.22590, -0.33715], [-1.36598, 1.54665, -1.16067], [-1.31713, 0.02618, -1.95540], [-1.62996, -0.28875, 0.47283], [2.67735, -0.43249, 0.99996]],
  "nbo_charge": [-0.8639, 0.3301, -0.1765, -0.4487, 0.3176, -0.4165, 0.3898, 0.3896, 0.2829, 0.1956],
  "multiplicity": 1,
  "smiles": "Nc1cnco1",
  "lumo_ha": 0.0297,
  "homo_lumo_gap_ev": 10.2
}

R) {
  "formula": "C3H4N2O",
  "method": "ωB97M-V/def2-TZVPD",
  "species": ["O", "C", "C", "C", "N", "N", "H", "H", "H", "H"],
  "xyz": [[-2.23275, 0.10500, 0.48830], [-0.98135, 0.53516, 0.42971], [0.02390, 1.19942, 0.55363], [1.85418, -0.28214, -0.23871], [1.02703, -0.97498, -0.73983], [-0.12903, -1.23389, -1.13534], [-2.74217, 0.89507, 0.72596], [0.77114, 1.93472, 0.71748], [2.92226, -0.17190, -0.21344], [-0.51321, -2.00645, -0.58775]],
  "nbo_charge": [-0.6643, 0.2840, -0.4297, 0.0185, -0.0285, -0.4900, 0.4944, 0.2382, 0.2270, 0.3505],
  "multiplicity": 1,
  "lumo_ha": [0.0255, 0.0255],
  "homo_lumo_gap_ev": [9.5, 9.5]
}

S) {
  "formula": "C3H4N2O",
  "method": "ωB97M-V/def2-TZVPD",
  "species": ["C", "N", "C", "O", "C", "N", "H", "H", "H", "H"],
  "xyz": [[-1.25357, -0.55616, 0.05600], [-0.39431, 0.65366, -0.20785], [1.04261, 0.74822, -0.03296], [1.64072, 1.82497, 0.05917], [1.65782, -0.45419, -0.02585], [2.40981, -1.35090, -0.06364], [-1.91106, -0.84568, -0.73538], [-1.78915, -0.16632, 0.98833], [-0.56229, -1.43814, 0.28159], [-0.84058, 1.58454, -0.31942]],
  "nbo_charge": [-0.4197, -0.6073, 0.5373, -0.5194, 0.1524, -0.2013, 0.2124, 0.2127, 0.2237, 0.4094],
  "multiplicity": 1,
  "smiles": "CNC(=O)C#N",
  "lumo_ha": -0.0060,
  "homo_lumo_gap_ev": 10.1
}

Verdict on stability: S) comes out on top.

P) {
  "formula": "C5H13NO2",
  "method": "ωB97M-V/def2-TZVPD",
  "species": ["N", "C", "C", "O", "C", "C", "C", "O", "H", "H", "H", "H", "H", "H", "H", "H", "H", "H", "H", "H", "H"],
  "xyz": [[2.46217, 0.78081, -0.95224], [1.39898, 0.27990, -0.04036], [1.20998, 1.06835, 1.21071], [0.91627, 0.20406, 2.33104], [0.12406, 0.02369, -0.84666], [-0.81160, -0.87366, -0.09507], [-2.11432, -1.25623, -0.83890], [-3.06557, -0.20308, -0.59746], [3.23102, 1.07074, -0.35826], [2.11681, 1.61131, -1.41821], [1.67938, -0.74709, 0.27463], [0.34024, 1.74406, 1.14521], [2.15618, 1.51765, 1.54077], [0.03786, 0.34287, 2.72551], [0.33235, -0.45157, -1.80861], [-0.53336, 0.91121, -1.10891], [-1.09660, -0.43904, 0.87208], [-0.39022, -1.78167, 0.33316], [-2.58220, -2.23105, -0.68626], [-1.91274, -1.16252, -1.91854], [-3.49869, -0.40874, 0.23635]],
  "nbo_charge": [-0.8115, -0.0916, -0.0790, -0.7467, -0.4097, -0.4243, -0.0695, -0.7284, 0.3493, 0.3485, 0.2001, 0.1755, 0.1808, 0.4723, 0.2175, 0.2072, 0.1923, 0.2085, 0.1764, 0.1731, 0.4591],
  "multiplicity": 1,
  "smiles": "N[C@@H](CO)CCCO",
  "lumo_ha": 0.0279,
  "homo_lumo_gap_ev": 10.3
}

Q) {
  "formula": "C5H13NO2",
  "method": "ωB97M-V/def2-TZVPD",
  "species": ["C", "C", "C", "C", "O", "O", "H", "H", "H", "H", "H", "H", "H", "H", "C", "N", "H", "H", "H", "H", "H"],
  "xyz": [[-0.80193, -0.51142, 0.59282], [-1.91894, -1.36253, 0.00115], [-1.34422, 0.80566, 1.13593], [0.28254, -0.09083, -1.04164], [0.39773, -1.27775, -1.71898], [-0.08025, 0.93639, -1.57499], [-0.15524, -1.19135, -2.51083], [-0.37225, -1.09560, 1.42472], [-2.38955, -0.84690, -0.84341], [-1.71890, 1.42914, 0.31796], [-2.70262, -1.57440, 0.73893], [-1.54885, -2.33001, -0.34774], [-0.57169, 1.38233, 1.65566], [-2.16753, 0.65137, 1.84448], [2.39696, 1.27513, 0.05597], [1.76467, -0.03831, -0.10305], [2.37670, -0.72049, -0.54847], [0.90753, -0.28967, 0.62514], [2.98778, 1.29141, 0.97179], [3.02674, 1.51261, -0.80165], [1.63132, 2.04521, 0.12620]],
  "nbo_charge": [-0.4235, -0.6151, -0.6309, 0.8217, -0.7556, -0.7202, 0.4998, 0.1940, 0.2063, 0.2286, 0.1990, 0.2132, 0.1938, 0.2020, -0.4234, -0.7316, 0.4166, 0.4845, 0.2004, 0.2109, 0.2297],
  "multiplicity": 1,
  "lumo_ha": 0.0294,
  "homo_lumo_gap_ev": 8.9
}

R) {
  "formula": "C5H13NO2",
  "method": "ωB97M-V/def2-TZVPD",
  "species": ["C", "N", "C", "C", "C", "C", "O", "H", "H", "H", "H", "H", "H", "H", "H", "H", "H", "H", "H", "H", "O"],
  "xyz": [[0.45290, -1.16906, -0.73439], [-1.05834, -1.21177, -0.39235], [-1.71856, -0.23478, -1.21874], [-2.62306, 0.54227, -0.23428], [-0.00868, -0.78077, 0.64512], [1.29298, 1.45426, 1.42814], [1.16142, -2.22379, -0.91015], [0.67032, -0.34476, -1.40231], [-1.11790, 0.53216, -1.72173], [-2.21890, -0.67321, -2.08941], [-3.44325, 1.10534, -0.74276], [-3.12102, -0.10810, 0.48605], [-1.92180, 1.18142, 0.31741], [0.20542, -1.55385, 1.36490], [0.57273, 0.26258, 1.06463], [1.30632, 1.16295, 2.48053], [0.51257, 2.24912, 1.32223], [2.25166, 1.92314, 1.01956], [2.66927, -1.35959, -0.63595], [2.81362, -0.04396, 0.21105], [3.32228, -0.70961, -0.25755]],
  "nbo_charge": [0.2469, -0.3202, -0.2421, -0.5982, -0.0853, -0.6522, -0.6073, 0.1373, 0.1785, 0.2231, 0.2210, 0.2200, 0.1978, 0.2429, 0.1843, 0.2185, 0.2145, 0.2487, 0.4953, 0.4463, -0.9698],
  "multiplicity": 1,
  "lumo_ha": -0.1144,
  "homo_lumo_gap_ev": 5.5
}

S) {
  "formula": "C5H13NO2",
  "method": "ωB97M-V/def2-TZVPD",
  "species": ["C", "C", "C", "C", "O", "N", "C", "H", "H", "H", "H", "H", "H", "H", "H", "H", "H", "H", "O", "H", "H"],
  "xyz": [[-1.93908, -0.67664, 1.36254], [-1.04534, -1.10289, 0.21482], [-0.75293, 0.17729, -0.63918], [0.62593, 0.53212, -1.08835], [1.10565, -0.12443, -1.98439], [1.39811, 1.60931, -0.63756], [1.28532, 2.21972, 0.60394], [-1.60385, 0.25010, 1.78554], [-1.99510, -1.57618, 2.12245], [-2.98009, -0.41459, 1.19241], [0.03392, -1.37008, 0.60488], [-1.39431, -2.00032, -0.30907], [-1.13742, 1.00902, 0.04789], [-1.31075, 0.23972, -1.63690], [2.13805, 1.70745, -1.32051], [0.55259, 1.49970, 1.36035], [0.96095, 3.21284, 0.54704], [2.09152, 2.16224, 1.33407], [1.56498, -2.56646, -0.78743], [0.87501, -1.91119, -1.06838], [1.52681, -2.87673, -1.70415]],
  "nbo_charge": [-0.6112, -0.4172, -0.5146, 0.6865, -0.6416, -0.6421, -0.3939, 0.2000, 0.2154, 0.2132, 0.2228, 0.2267, 0.2110, 0.2517, 0.4145, 0.1899, 0.1901, 0.2072, -0.9380, 0.4690, 0.4605],
  "multiplicity": 1,
  "smiles": "CCCC(=O)NC.O",
  "lumo_ha": 0.0290,
  "homo_lumo_gap_ev": 10.4
}

Verdict on stability: P) comes out on top.

P) {
  "formula": "C4H12N4",
  "method": "ωB97M-V/def2-TZVPD",
  "species": ["C", "C", "C", "C", "N", "N", "N", "N", "H", "H", "H", "H", "H", "H", "H", "H", "H", "H", "H", "H"],
  "xyz": [[-0.07266, -0.75080, -0.06120], [1.90537, -0.08771, 0.07770], [-1.44297, 1.16917, -0.85483], [-1.07493, 0.21472, 0.34610], [-0.19696, -1.91677, -0.38335], [2.01391, 1.11269, 0.56878], [2.95185, -0.76085, -0.19229], [-2.41610, -0.46957, 0.63681], [-1.73283, 0.54607, -1.67685], [-2.18998, 1.97935, -0.73192], [-0.49094, 1.77898, -1.33459], [-0.77191, 0.68629, 1.28533], [0.11981, -2.82813, -0.66997], [1.41728, 1.85892, 0.41649], [2.96987, 1.46167, 0.58364], [3.03998, -1.82128, -0.30445], [3.88828, -0.36772, 0.10320], [-2.48169, -0.39820, 1.70130], [-2.20616, -1.32431, 0.30007], [-3.22922, -0.08253, 0.19002]],
  "nbo_charge": [0.4258, 0.4914, -0.6557, -0.1728, -0.6012, -0.7430, -0.7387, -0.6518, 0.2441, 0.2821, 0.2656, 0.2662, 0.4802, 0.4232, 0.4066, 0.4628, 0.4344, 0.4729, 0.4424, 0.4657],
  "multiplicity": 1,
  "charge": 2,
  "lumo_ha": -0.2804,
  "homo_lumo_gap_ev": 10.4
}

Q) {
  "formula": "C4H12N4",
  "method": "ωB97M-V/def2-TZVPD",
  "species": ["C", "C", "C", "C", "N", "N", "N", "N", "H", "H", "H", "H", "H", "H", "H", "H", "H", "H", "H", "H"],
  "xyz": [[1.24034, 0.96558, 0.37587], [-3.65900, -0.37845, -0.39990], [3.50440, 0.27207, 0.40629], [-2.52848, 0.15197, 0.42317], [-0.09453, 0.79693, 0.38277], [2.14168, 0.13077, -0.01995], [1.87053, -0.96975, -0.70048], [-1.04893, 0.29926, -0.24615], [1.58748, 1.70957, 1.02505], [-3.96004, 0.28298, -1.14770], [-3.46900, -1.41898, -0.86101], [-4.57462, -0.55670, 0.19912], [3.76824, 1.32721, 0.46154], [3.58089, -0.14382, 1.44842], [4.15407, -0.15158, -0.40973], [-2.37002, -0.56981, 1.26073], [-2.72028, 1.06610, 0.81248], [0.80875, -1.03123, -0.89347], [2.70576, -1.51230, -1.02404], [-0.93726, -0.26983, -1.09301]],
  "nbo_charge": [0.1722, -0.6756, -0.4648, -0.1847, -0.0255, 0.0440, -0.4885, -0.0777, 0.2651, 0.2473, 0.2445, 0.3059, 0.2832, 0.2985, 0.2703, 0.2568, 0.2421, 0.4157, 0.4820, 0.3893],
  "multiplicity": 1,
  "charge": 2,
  "lumo_ha": [-0.4191, -0.4192],
  "homo_lumo_gap_ev": [8.0, 8.0]
}

Verdict on stability: P) comes out on top.